120
Properties=species:S:1:pos:R:3:lowdin_spin:R:1 method="wB97M-V/def2-TZVPD" multiplicity=2 homo_ev="-6.92 / -8.19" orbital_gap_ha="0.2747 / 0.2713" total_charge=0 s2=0.7602
Sc 0.302 -0.279 -0.389 0.0311
C -0.474 4.029 3.902 0.0000
C -1.488 2.917 3.636 0.0000
C -1.597 2.027 4.872 0.0000
C -2.856 3.544 3.360 0.0000
O -1.128 2.082 2.529 0.0000
Ge 0.334 2.357 1.443 0.0003
O 0.991 0.463 1.432 0.0003
C 2.167 0.270 2.285 0.0001
C 3.383 0.805 1.546 0.0000
C 2.355 -1.205 2.592 0.0000
C 1.955 1.000 3.609 0.0001
O -0.537 1.697 -0.189 0.0011
C -1.522 2.608 -0.779 0.0007
C -2.900 2.151 -0.332 -0.0002
C -1.275 4.046 -0.320 0.0003
C -1.435 2.590 -2.303 0.0106
H -0.805 4.623 4.757 0.0000
H -0.375 4.702 3.047 0.0000
H 0.513 3.625 4.139 0.0000
H -1.856 2.621 5.752 0.0000
H -0.650 1.521 5.067 0.0000
H -2.371 1.271 4.730 0.0000
H -3.202 4.103 4.232 0.0000
H -3.590 2.768 3.140 0.0000
H -2.819 4.231 2.514 0.0000
H 3.520 0.254 0.614 0.0000
H 4.283 0.683 2.153 0.0000
H 3.261 1.867 1.321 0.0000
H 2.567 -1.777 1.692 0.0000
H 1.475 -1.616 3.087 0.0000
H 3.208 -1.314 3.264 0.0000
H 1.968 2.085 3.492 0.0000
H 2.762 0.741 4.295 0.0000
H 1.007 0.700 4.059 0.0000
H -2.978 2.196 0.753 0.0000
H -3.075 1.124 -0.658 0.0003
H -3.670 2.787 -0.776 0.0000
H -1.369 4.163 0.759 0.0001
H -2.034 4.683 -0.775 0.0000
H -0.294 4.408 -0.635 0.0000
H -1.973 1.743 -2.719 0.0057
H -0.405 2.553 -2.652 0.0004
H -1.900 3.496 -2.696 0.0001
Cl 3.349 -7.098 -0.418 0.0002
C 2.950 -5.425 -0.489 0.0006
C 1.853 -4.935 0.213 -0.0002
Cl 0.886 -5.988 1.168 -0.0001
C 1.529 -3.590 0.129 0.0006
Cl 0.177 -2.945 0.991 0.0021
C 2.263 -2.683 -0.651 0.0004
O 1.920 -1.431 -0.743 0.0073
C 3.396 -3.193 -1.311 0.0005
Cl 4.369 -2.082 -2.194 0.0001
C 3.724 -4.541 -1.244 -0.0001
Cl 5.097 -5.127 -2.098 -0.0001
C -1.300 -5.150 -2.397 0.0006
C -2.098 -3.849 -2.502 0.0032
C -3.157 -3.952 -3.602 0.0003
C -2.717 -3.470 -1.166 0.0134
C -3.577 -4.392 -0.577 -0.0006
C -4.120 -4.181 0.675 0.0102
C -3.799 -3.024 1.361 -0.0014
C -2.959 -2.063 0.810 0.0108
C -2.646 -0.840 1.649 0.0057
C -3.918 -0.035 1.924 0.0011
C -1.974 -1.202 2.980 0.0006
C -2.426 -2.278 -0.472 0.0116
N -1.528 -1.324 -1.042 0.2138
C -1.807 -0.897 -2.277 0.2018
C -0.848 -0.241 -3.059 0.1569
N 0.383 -0.007 -2.619 0.2109
C 1.295 0.423 -3.616 0.0066
C 1.310 -0.208 -4.886 0.0186
C 1.997 0.422 -5.920 -0.0023
C 2.706 1.594 -5.724 0.0191
C 2.824 2.091 -4.441 -0.0031
C 2.162 1.503 -3.368 0.0185
C 2.507 2.008 -1.976 0.0034
C 2.243 3.499 -1.774 0.0008
C 3.983 1.704 -1.696 0.0009
C 0.796 -1.620 -5.204 0.0010
C -0.651 -1.759 -5.698 0.0079
C 1.129 -2.643 -4.118 0.0007
H -0.836 -5.388 -3.357 0.0001
H -1.935 -5.993 -2.115 0.0002
H -0.509 -5.064 -1.651 0.0000
H -1.395 -3.077 -2.796 0.0027
H -3.873 -4.749 -3.386 0.0000
H -2.691 -4.173 -4.564 0.0000
H -3.722 -3.021 -3.700 -0.0001
H -3.808 -5.308 -1.110 -0.0001
H -4.779 -4.917 1.119 0.0007
H -4.205 -2.861 2.353 -0.0002
H -1.970 -0.186 1.094 0.0027
H -3.679 0.849 2.517 0.0000
H -4.634 -0.637 2.488 0.0001
H -4.403 0.285 1.000 0.0001
H -1.490 -0.317 3.393 0.0002
H -1.222 -1.983 2.871 0.0000
H -2.711 -1.566 3.700 0.0001
H -2.778 -1.108 -2.716 0.0084
H -1.149 0.094 -4.045 0.0046
H 1.999 -0.045 -6.899 -0.0003
H 3.215 2.074 -6.550 0.0013
H 3.459 2.951 -4.259 -0.0005
H 1.920 1.450 -1.245 0.0010
H 2.935 4.093 -2.375 0.0000
H 2.395 3.772 -0.727 0.0000
H 1.231 3.783 -2.057 0.0001
H 4.612 2.153 -2.467 0.0001
H 4.168 0.630 -1.690 0.0000
H 4.290 2.119 -0.734 0.0002
H 1.409 -1.904 -6.063 0.0000
H -1.371 -1.815 -4.881 0.0037
H -0.746 -2.686 -6.269 0.0002
H -0.933 -0.932 -6.353 0.0004
H 0.648 -2.420 -3.166 0.0008
H 2.204 -2.676 -3.944 0.0000
H 0.805 -3.637 -4.437 0.0000